Record 1
Entry from the OMol25 dataset: a 6-piece molecular cluster, C27H45FN3O15S overall at a distorted geometry (wB97M-V/def2-TZVPD).

Output
HOMO level: -12.21 eV
Kohn-Sham gap: 9.510 eV

Structure (ORCA input):
```
! RIJCOSX wB97M-V def2-TZVPD def2/J DEFGRID3
* xyz 1 1
C 0.28687 -0.54256 5.52299
C -0.21462 0.16078 4.28611
F -0.53604 1.48754 4.55713
C -1.42836 -0.48362 3.62043
C -2.65171 -0.37035 4.53340
C -3.53369 -1.63048 4.54775
C -4.53562 -1.44640 5.67031
N -5.26435 -0.14657 5.58195
C -4.61326 0.89005 5.01286
N -4.98874 2.12952 5.23239
S -6.30626 2.57551 6.25192
N -3.55841 0.74947 4.10775
H -0.45814 -0.59546 6.31834
H 1.12226 0.01919 5.93536
H 0.59406 -1.55713 5.28396
H 0.59635 0.14567 3.55465
H -1.63294 0.05182 2.69392
H -1.26486 -1.53226 3.38482
H -2.36699 -0.20741 5.57191
H -3.98466 -1.79707 3.56993
H -2.90318 -2.47797 4.81630
H -4.00208 -1.48508 6.62056
H -5.26895 -2.24823 5.70355
H -5.59423 0.07857 6.51536
H -4.46652 2.85788 4.76828
H -6.50054 3.78486 5.71206
H -3.99890 0.38586 3.25337
C 3.79740 0.36008 2.33529
C 3.63627 -0.75462 1.33999
C 3.44063 -0.29493 -0.08514
O 2.68154 -1.38696 -0.64646
C 2.00232 -1.96730 0.35368
O 1.14526 -2.78580 0.20698
O 2.40758 -1.49482 1.55437
H 2.98130 1.07447 2.24264
H 3.77641 -0.02571 3.35732
H 4.73441 0.87967 2.17514
H 4.46315 -1.46543 1.42061
H 4.36476 -0.15041 -0.63477
H 2.84052 0.61061 -0.15311
C 0.33359 -2.41425 -4.66986
C 0.29882 -1.34743 -3.60943
C -0.51454 -0.12170 -3.95672
O 0.14051 0.89960 -3.18650
C 1.42700 0.51263 -3.01624
O 2.28450 1.20734 -2.56792
O 1.60122 -0.75971 -3.41743
H 0.64497 -1.99167 -5.62445
H 1.05221 -3.19014 -4.40820
H -0.64694 -2.87499 -4.79197
H -0.01651 -1.76543 -2.64789
H -1.56152 -0.19744 -3.67417
H -0.43911 0.14128 -5.01420
C 3.81103 0.91977 -6.31366
C 3.65510 -0.18141 -7.33115
C 3.37729 0.27257 -8.74625
O 2.64759 -0.84187 -9.28187
C 2.02965 -1.45992 -8.24964
O 1.20320 -2.30519 -8.35646
O 2.48010 -0.97258 -7.06705
H 2.95667 1.59804 -6.34230
H 3.86504 0.50656 -5.30653
H 4.71982 1.48929 -6.50591
H 4.51779 -0.85238 -7.29932
H 4.27575 0.45417 -9.32993
H 2.73435 1.15505 -8.78241
C 2.49109 6.59059 -0.67787
C 2.39155 5.13494 -0.30276
C 2.03865 4.85910 1.14134
O 2.64690 3.57637 1.35708
C 3.69320 3.47356 0.49876
O 4.51049 2.61171 0.53036
O 3.67153 4.48108 -0.39707
H 3.16912 7.11927 -0.00672
H 2.88350 6.69674 -1.68813
H 1.50987 7.06256 -0.63352
H 1.70630 4.61346 -0.97689
H 0.96886 4.80719 1.32650
H 2.49386 5.57676 1.82750
C -3.96269 -5.11181 0.52966
C -3.93868 -3.75372 -0.12023
C -2.57224 -3.24538 -0.51077
O -2.74985 -1.81883 -0.45037
C -3.71594 -1.57579 0.44562
O -3.96750 -0.49044 0.87825
O -4.34250 -2.71530 0.80953
H -3.27314 -5.15071 1.37411
H -4.95909 -5.33654 0.90842
H -3.68227 -5.88040 -0.18916
H -4.62674 -3.72854 -0.96894
H -2.26074 -3.54327 -1.50799
H -1.79917 -3.52776 0.20688
*
```

***

Record 2
Entry from the OMol25 dataset: a 9-piece molecular cluster, C34H80F18N6O4P3 overall at a distorted geometry (wB97M-V/def2-TZVPD).

Output
HOMO level: -17.11 eV
Kohn-Sham gap: 9.382 eV

Structure (ORCA input):
```
! RIJCOSX wB97M-V def2-TZVPD def2/J DEFGRID3
* xyz 3 1
C 19.10654 2.42154 -4.69897
C 19.49847 1.56024 -3.52076
O 19.35393 0.33605 -3.51504
N 19.75559 2.34389 -2.25038
H 19.84603 3.31358 -2.51800
H 19.10297 2.29120 -1.48134
C 21.02596 1.85950 -1.56406
H 19.99678 2.98568 -4.97701
H 18.28786 3.05908 -4.36520
H 18.87823 1.87919 -5.61648
H 21.18651 2.55766 -0.74253
H 21.85169 2.00622 -2.26029
H 20.92040 0.81173 -1.28275
C 13.89296 2.97027 2.16403
C 13.61328 4.43558 2.24291
O 12.86348 5.05321 3.04063
N 14.52834 5.22688 1.40430
H 15.00884 5.90305 1.98051
H 15.24514 4.65072 0.98676
C 13.79707 5.91146 0.26945
H 13.90306 2.61850 1.13240
H 13.05493 2.38131 2.53674
H 14.78188 2.56106 2.64409
H 14.39032 6.75239 -0.08969
H 12.91211 6.43316 0.63383
H 13.50406 5.15336 -0.45686
C 19.13576 -2.40889 -0.73084
C 18.39302 -1.15824 -0.15648
O 18.20805 -0.11475 -0.79399
N 18.32912 -1.12058 1.42386
H 18.68624 -1.99987 1.76943
H 18.99077 -0.43421 1.75734
C 16.89086 -0.86836 1.94374
H 20.19035 -2.17548 -0.58432
H 19.05542 -2.27869 -1.81005
H 18.96209 -3.42609 -0.37976
H 16.68082 0.13211 1.56553
H 17.02643 -0.87347 3.02527
H 16.15892 -1.59147 1.58393
C 16.75132 6.26953 -3.62104
C 16.69028 7.27341 -2.48304
O 15.62247 7.77159 -2.12040
N 18.05840 7.70541 -1.93631
H 18.81273 7.17214 -2.34460
H 18.18766 8.62814 -2.32615
C 18.01043 7.62497 -0.35904
H 15.78598 5.76824 -3.69131
H 17.49878 5.49117 -3.46756
H 17.00694 6.66588 -4.60372
H 17.04014 7.91831 0.04171
H 18.78650 8.17911 0.16891
H 18.23872 6.57038 -0.20463
C 11.49043 -0.03318 -7.49073
C 11.13922 0.07677 -5.98092
C 11.85959 1.25667 -5.33434
C 11.77571 1.24293 -3.76556
N 13.07816 1.70783 -3.01621
C 14.24184 0.81664 -3.37118
C 14.16918 -0.42441 -2.48850
C 13.87232 0.27549 -1.18346
C 12.87875 1.39111 -1.47699
C 13.49673 3.17905 -3.28666
C 12.29413 4.17046 -3.17430
C 12.57979 5.59380 -3.62281
H 11.23142 0.88553 -8.01702
H 11.01417 -0.84019 -8.04751
H 12.57831 0.02221 -7.45120
H 11.39953 -0.85924 -5.48672
H 10.07511 0.22186 -5.79463
H 11.58959 2.20965 -5.78935
H 12.89090 1.16544 -5.67518
H 11.69995 0.20316 -3.44739
H 10.91919 1.73004 -3.29952
H 15.16878 1.35920 -3.18542
H 14.39515 0.46605 -4.39181
H 15.08573 -1.01033 -2.41966
H 13.31431 -0.98411 -2.86802
H 14.77883 0.80232 -0.88547
H 13.53970 -0.25962 -0.29402
H 13.24437 2.20626 -0.85253
H 11.86917 1.21964 -1.10357
H 14.03707 3.11634 -4.23122
H 14.24652 3.52421 -2.57477
H 11.85916 4.15117 -2.17503
H 11.44733 3.84031 -3.77599
H 12.50286 5.56692 -4.70976
H 13.61809 5.85154 -3.41401
H 11.91969 6.27482 -3.08561
C 18.56452 1.69419 4.12209
C 18.56191 3.12906 3.57023
C 19.93970 3.75542 3.30307
C 19.92502 5.33665 3.20539
N 21.33419 6.08758 3.27688
C 21.08013 7.54925 3.23935
C 20.58565 8.01140 4.65229
C 20.88024 6.89780 5.65109
C 21.77365 5.97442 4.80829
C 22.32266 5.62498 2.21612
C 21.79494 5.66283 0.76149
C 22.85082 4.99385 -0.18784
H 18.90365 1.74694 5.15665
H 19.32017 1.09456 3.61461
H 17.62208 1.14805 4.16256
H 18.04978 3.82601 4.23362
H 18.00286 3.05604 2.63737
H 20.31903 3.31440 2.38128
H 20.63349 3.38434 4.05744
H 19.33239 5.86093 3.95507
H 19.58477 5.61090 2.20683
H 21.89943 8.21337 2.96405
H 20.34916 7.68940 2.44302
H 21.05791 8.94291 4.96431
H 19.51624 8.19464 4.75661
H 21.26365 7.37833 6.55119
H 19.98684 6.41193 6.04335
H 22.82189 6.24235 4.94064
H 21.72275 4.93450 5.13090
H 22.57963 4.57409 2.34917
H 23.27268 6.09199 2.47584
H 21.61417 6.66904 0.38336
H 20.83178 5.17192 0.62214
H 22.94657 3.94656 0.09873
H 23.82444 5.44271 0.00885
H 22.57646 4.83566 -1.23082
P 16.35356 7.58017 3.68131
F 16.88747 6.16185 3.05978
F 17.44837 8.44246 2.82701
F 15.47024 7.55689 2.30784
F 15.69947 9.01042 4.23144
F 15.07642 6.87024 4.32671
F 17.17634 7.48509 5.04155
P 17.19807 3.39418 -0.24979
F 16.40574 2.63235 0.90180
F 15.79832 4.07064 -0.81012
F 17.34079 4.50974 0.84547
F 17.95964 4.32701 -1.31340
F 18.60909 2.76501 0.17911
F 16.95776 2.29833 -1.36551
P 21.78856 0.43044 2.19146
F 21.66693 1.29453 3.51387
F 23.20543 -0.26245 2.70035
F 21.02652 -0.80429 2.98543
F 21.76891 -0.69629 1.02283
F 20.37156 0.90195 1.55147
F 22.44338 1.56421 1.22641
*
```